Formula: C10H8F3N3O
Source: the OMol25 dataset
Level of theory: ωB97M-V/def2-TZVPD

```
25
Properties=species:S:1:pos:R:3:mulliken_charge:R:1
F -4.3852 -1.3117 0.6671 -0.283
C -3.3010 -1.2282 -0.1204 0.866
F -2.5727 -2.3250 0.1137 -0.252
F -3.7456 -1.3207 -1.3847 -0.262
C -2.5220 0.0476 0.1077 0.178
N -1.3362 0.0798 -0.4691 -0.360
C -0.6169 1.1960 -0.2983 0.429
N 0.5798 1.2820 -0.8940 -0.158
H 1.1291 2.0947 -0.6569 0.266
C 1.2520 0.1413 -1.4839 -0.832
C 2.2268 -0.4717 -0.5303 0.586
C 3.5843 -0.3719 -0.4263 -0.668
C 3.9516 -1.1375 0.7071 -0.335
C 2.7898 -1.6358 1.2092 -0.440
O 1.7445 -1.2376 0.4705 -0.242
H 2.5843 -2.2641 2.0528 0.446
H 4.9396 -1.2911 1.0890 0.411
H 4.2400 0.1678 -1.0784 0.442
H 1.7758 0.4654 -2.3857 0.371
H 0.4750 -0.5831 -1.7364 0.300
N -1.0226 2.2691 0.4005 -0.654
C -2.2095 2.2093 0.9577 -0.168
C -3.0401 1.0942 0.8540 -0.514
H -4.0081 1.0460 1.3198 0.444
H -2.5128 3.0856 1.5153 0.429
```

Properties
* LUMO energy: 0.46 eV
* structure (SMILES): FC(F)(F)c1ccnc(NCc2ccco2)n1
* highest occupied orbital energy: -8.633 eV
* energy: -924.9910 Ha
* gap between HOMO and LUMO: 9.1 eV